(1)
DFT (ωB97M-V/def2-TZVPD) results for a 2-piece molecular cluster, C26H28N6O5 overall in a non-equilibrium geometry.

XYZ file:
```
65
Properties=species:S:1:pos:R:3:forces:R:3:lowdin_charge:R:1
H -6.02922 3.75352 -1.53268 0.1389 0.0081 -0.2671 0.10
H -0.68644 1.18365 -1.22924 -0.0803 0.0206 -0.0936 0.11
O -0.45969 -3.91781 1.32591 -0.4402 0.4141 -0.6198 0.12
H -5.94514 2.16621 0.34208 0.0452 -0.0057 -0.0769 0.10
C 5.71057 1.24407 1.64024 -0.0575 0.0646 0.0407 0.00
H 2.91651 -1.11874 -1.75490 0.1164 -0.0734 -0.1669 0.11
H 0.60131 -0.38876 3.11941 0.0456 0.0039 0.1551 0.12
H -4.48531 0.11828 0.18636 -0.0463 0.1097 -0.0602 0.11
H 2.18106 -1.11992 2.87309 -0.0006 0.0686 0.1615 0.12
H 5.41841 0.95869 0.63163 0.0549 0.1157 -0.1720 0.08
H 3.17135 -1.28848 0.71411 0.0098 -0.0252 0.0130 0.11
N 3.01178 1.89711 5.47988 0.3216 1.4986 -0.0084 0.03
H -3.85424 2.17864 -5.55480 0.1456 -0.0225 0.1304 0.09
C -3.90829 1.61130 -2.81250 -0.0487 0.5253 -0.2916 -0.25
C -2.01297 -2.67940 -1.83820 -0.6123 1.2155 0.6740 -0.14
C -3.80796 0.67172 -1.79294 0.3987 -1.2379 0.5278 -0.12
N -4.68045 2.70632 -2.74196 -0.0679 0.1423 -0.1223 0.13
H -0.61911 -6.07909 -2.97904 -0.1137 0.1496 -0.1735 0.10
H 5.81381 2.32452 1.70901 0.0680 0.1410 -0.2056 0.08
C -5.39251 2.87830 -1.61483 0.7912 -0.7939 -0.4645 -0.14
C 0.14902 0.65128 -0.79993 0.5683 -0.3742 0.2219 0.00
H -0.49938 -3.52392 2.21061 0.0301 -0.0783 0.0791 0.13
H 2.58063 3.63804 4.36928 0.0720 0.0618 0.0086 0.08
C 4.65544 0.77502 2.61260 1.4546 -1.0227 0.4115 -0.57
C -4.53833 0.84264 -0.62187 -0.3440 0.5467 -0.1017 0.00
H 1.55112 1.82328 3.13506 0.0330 0.3124 -0.1065 0.15
C 1.38267 -0.15730 1.14304 0.1191 0.2435 0.0326 -0.24
H -1.71748 -0.52797 -4.07968 -0.2537 0.5438 -0.1840 0.12
C -2.45462 0.00726 -3.49038 -0.5005 -0.0712 0.9239 -0.01
H 3.54278 3.89609 5.83585 -0.1026 -0.1495 -0.0736 0.09
C 2.19154 -0.65236 -1.10677 -0.7757 0.4390 0.9163 -0.01
H 3.33738 1.99100 1.73041 -0.1027 -0.0093 -0.0017 0.15
C 1.09639 0.05039 -1.65441 0.6235 -0.4026 1.1386 -0.31
H 1.63271 -0.35114 -3.46275 0.2499 -0.1640 0.0872 0.10
C -2.89423 -0.35585 -2.24160 0.0175 0.2150 -0.4254 -0.21
H 6.65812 0.77147 1.89607 -0.1670 0.0369 -0.0220 0.09
H -2.33202 2.85229 -4.92470 -0.0843 -0.0813 -0.0707 0.09
H -0.44819 0.99173 1.24953 -0.0695 0.0210 0.0225 0.11
N -1.59581 -4.33058 -3.58313 -0.3168 0.7306 0.6085 0.06
O 4.93278 -0.07674 3.44199 -0.4959 0.0697 0.1535 0.07
C -2.08767 -3.14733 -3.17184 0.5616 -0.8287 0.1151 -0.07
C -2.88631 1.92764 -5.11032 -0.1180 -0.0421 0.3590 -0.02
H -0.44575 -5.44851 -0.63766 -0.0886 0.2102 0.0298 0.11
H 4.29997 3.16713 4.40943 -0.0177 0.1981 -0.0455 0.07
O 0.96052 0.15186 -3.00271 -0.7317 0.4496 -0.1516 0.04
O 2.17691 -0.14091 5.39999 -0.2536 0.2494 -0.6636 0.05
H -2.32479 1.31953 -5.82548 -0.1019 -0.0267 0.3050 0.09
C -1.01956 -5.11943 -2.66650 -0.0713 0.5054 0.6103 -0.15
C 1.57359 -0.24170 2.64747 -0.0290 -0.3581 0.0794 -0.10
C -1.42174 -3.51864 -0.86461 0.8231 -1.3177 -0.4959 -0.06
C 2.47764 0.87987 4.79229 0.0484 -1.7563 0.1664 -0.46
H -2.58349 -2.54138 -3.92105 0.0649 -0.0661 0.0655 0.10
H -2.61047 -1.30663 -0.43130 0.2161 -0.2087 -0.7108 0.11
N -3.08267 1.19901 -3.85218 -0.2035 0.5694 -0.4859 -0.08
C -5.34715 1.97666 -0.54185 0.2407 -0.3882 0.0839 -0.08
C -1.30205 -3.17178 0.57649 -0.8371 0.8008 -0.2334 -0.44
N -2.54067 -1.44080 -1.44722 0.2920 -0.9978 0.3330 0.12
O -1.96369 -2.25885 1.05301 0.7026 -0.5884 0.2604 0.07
N 3.45598 1.34354 2.49090 -1.2740 0.9042 0.3721 0.10
H 3.16936 1.69389 6.45531 -0.0732 -0.0951 -0.1302 0.14
C 2.24980 0.99803 3.26363 0.2142 -0.0364 -0.4184 -0.18
C 3.37797 3.22641 4.99006 0.0652 -0.5680 -0.0470 -0.07
C 0.28781 0.54208 0.59760 0.9875 -0.5567 -1.0813 -0.02
C -0.91983 -4.75270 -1.32314 -0.1046 0.1672 -0.2704 0.00
C 2.33233 -0.75173 0.28988 -0.9360 0.5942 -0.6445 -0.03
```
Forces are in eV/Å.

Computed properties:
LUMO energy: 0.02 eV
Orbital gap: 7.326 eV
Net charge: 0
HOMO level: -7.31 eV
Structure (SMILES): CNC(=O)[C@H](Cc1ccc(O)cc1)NC(C)=O.Cn1cc(Nc2cnccc2C(=O)O)c2cccnc21

(2)
DFT (ωB97M-V/def2-TZVPD) results for H16HfO8 as an isolated structure in a non-equilibrium geometry.

XYZ file:
```
25
Properties=species:S:1:pos:R:3:forces:R:3:lowdin_charge:R:1
H 0.69979 -1.52971 2.32011 0.2894 -1.5545 0.3642 0.12
H -1.61936 0.55904 -2.21298 0.8282 -0.4727 0.5646 0.19
O 1.41244 -1.56910 -0.21869 1.3208 -0.4648 -0.9305 -0.06
O -1.41480 -0.14017 -1.52154 -1.5165 1.3687 -2.1430 -0.06
H 1.10683 1.28651 -2.34767 0.2489 1.3152 -0.4739 0.13
H -1.73479 -2.27856 1.01614 -0.9288 0.0691 0.7942 0.13
H 0.82799 -0.14797 2.85523 0.4443 0.8418 1.1278 0.14
H 2.30593 -1.35540 -0.59865 -0.4520 -0.3886 0.3880 0.17
H -1.84364 0.44651 2.15117 0.2659 0.2088 -1.3285 0.20
O 0.44385 -0.63868 2.13864 -0.9057 0.8553 -1.0755 -0.02
H -0.03437 2.81137 -1.11930 0.0838 -0.3015 0.4195 0.17
O -0.38278 2.15493 -0.46960 -0.9240 1.1890 -0.2269 -0.07
H -0.81406 -2.96600 0.03096 -0.6740 1.4636 0.0460 0.19
H 1.18791 -0.14681 -2.59760 0.3880 -1.9008 -1.6957 0.13
Hf -0.01421 -0.01020 0.00665 0.5871 0.0686 1.1066 1.87
O -1.13158 -2.04367 0.31284 1.5215 -1.3730 -0.9194 -0.05
O 1.07804 0.45426 -1.89082 -0.1077 0.4977 1.5209 -0.01
O 1.82882 1.06470 0.57904 0.7018 1.1468 0.5470 -0.08
H 2.51699 1.35206 -0.08372 -0.4717 -0.0956 0.9405 0.17
H -2.24967 -0.60659 -1.59300 -0.7554 -1.3504 0.3721 0.15
O -1.73202 0.59951 1.15345 -0.7435 -0.1852 2.1540 -0.07
H -2.61090 0.93115 0.88728 -0.1195 0.0455 -0.1747 0.16
H 1.40389 -2.54041 -0.10517 0.1391 0.0471 -0.0105 0.17
H 1.91792 1.66323 1.39104 0.2558 -0.7858 -1.2930 0.19
H -1.14821 2.65001 -0.08381 0.5243 -0.2443 -0.0736 0.16
```
Forces are in eV/Å.

Computed properties:
LUMO energy: -16.33 eV
Orbital gap: 12.689 eV
Net charge: +4
HOMO level: -29.02 eV
Energy above the lowest of the compared OMol25 structures with the same formula, charge and spin: 12.8 kcal/mol

(3)
DFT (ωB97M-V/def2-TZVPD) results for C6H9ClN2 as an isolated structure in a non-equilibrium geometry.

XYZ file:
```
18
Properties=species:S:1:pos:R:3:forces:R:3:lowdin_charge:R:1
H 0.02142 3.50602 -1.73528 -0.2534 -2.3448 0.9738 0.11
C 1.00592 -1.53987 0.71709 0.2294 -0.3452 1.0614 -0.33
H 0.46435 1.88472 -2.34787 -0.5214 -0.2279 0.2988 0.08
H -0.51394 -1.88575 2.32750 -0.5055 0.7229 -1.9976 0.10
C 1.33205 -0.66454 -0.46275 0.8710 3.2346 1.7590 -0.61
H -0.25054 -0.23061 1.69485 -0.3433 -0.4425 0.4301 0.05
H 0.66364 -0.60596 -1.28792 -1.1184 0.1272 -0.0631 0.05
H -0.86532 1.91581 -1.00441 1.3092 0.8627 -1.0164 0.11
C 2.41933 1.39400 1.26401 1.2260 -0.5125 0.3316 -0.20
N 1.10184 2.24444 -0.42163 -0.1404 1.9728 0.6880 -0.01
N 3.24876 1.34524 2.05582 -0.0519 0.0698 0.4291 0.18
C 0.11094 2.36804 -1.41818 -0.9027 1.1023 -1.2292 -0.13
Cl 2.84318 -1.04414 -1.25627 0.6397 -0.1501 0.1267 0.61
H -1.24576 -1.07429 0.68255 -0.3025 -1.2191 -0.2390 0.06
H 1.86886 -1.50235 1.51921 -1.7814 0.3212 -1.4224 0.14
C 1.56332 1.27525 0.15550 -1.1310 -4.1515 -1.6934 -0.22
C -0.41972 -1.27886 1.35068 2.7639 1.6755 1.8475 -0.09
H 1.06173 -2.55341 0.36342 0.0126 -0.6955 -0.2849 0.08
```
Forces are in eV/Å.

Computed properties:
LUMO energy: 0.16 eV
Orbital gap: 9.153 eV
Net charge: 0
HOMO level: -8.99 eV
Energy above the lowest of the compared OMol25 structures with the same formula, charge and spin: 54.5 kcal/mol

(4)
DFT (ωB97M-V/def2-TZVPD) results for an isolated ion of composition C4H7N2O5P and charge -2 in a non-equilibrium geometry.

XYZ file:
```
19
Properties=species:S:1:pos:R:3:forces:R:3:lowdin_charge:R:1
H 0.13171 -0.17037 -2.13590 -0.8986 0.5350 1.7649 0.15
C 0.47130 -0.08011 -0.13749 0.6750 -2.0141 3.3228 -0.41
N -0.39462 0.34981 1.06304 1.3608 2.7022 -2.8014 -0.03
H 1.10905 1.97492 1.06222 0.6222 1.8377 -1.2207 0.06
O 2.88413 0.30667 1.22142 -1.1636 0.4805 -0.9431 -0.42
P 2.12640 0.78820 -0.01442 2.8761 -1.9397 -0.9802 0.27
H -2.02941 1.45688 0.39526 -0.1470 0.8789 0.3589 0.08
H -1.66074 -1.31279 -0.68617 -0.1710 1.8915 -0.8100 0.13
H -2.44865 -0.01385 1.25536 -0.0349 -0.2769 -0.4975 0.11
O 0.80104 -2.51617 -0.90288 -0.2338 -0.2811 -1.2528 -0.06
C -1.63593 -0.13545 -0.86593 0.5403 -3.3019 0.7872 -0.23
C 0.49117 -1.87390 0.08785 1.0928 1.2339 1.8674 -0.65
O 1.68666 2.34043 0.28006 -1.7779 -1.4266 1.8310 -0.26
O 2.82727 0.67967 -1.36218 -0.9209 0.4749 0.9328 -0.43
O 0.28720 -2.31164 1.27101 -0.3231 1.1462 -1.3029 -0.13
C -1.73490 0.43136 0.54771 -0.0747 0.1318 -0.0798 -0.25
H -0.19566 -0.34672 1.69024 -0.0855 -2.3610 2.0217 0.03
H -2.43956 0.16634 -1.51460 -0.1838 0.2297 -0.4993 0.08
N -0.27645 0.26670 -1.25461 -1.1524 0.0591 -2.4989 -0.04
```
Forces are in eV/Å.

Computed properties:
LUMO energy: 6.22 eV
Orbital gap: 6.418 eV
Net charge: -2
HOMO level: -0.20 eV
Structure (SMILES): O=C([O-])C1([P@](=O)([O-])O)NCCN1
Energy above the lowest of the compared OMol25 structures with the same formula, charge and spin: 26.0 kcal/mol

(5)
DFT (ωB97M-V/def2-TZVPD) results for C15H28FeNO3S4Si2 as an isolated structure in a non-equilibrium geometry.

XYZ file:
```
54
Properties=species:S:1:pos:R:3:forces:R:3:lowdin_charge:R:1
C -0.95391 1.14149 1.57957 0.3283 0.4253 -1.1873 -0.47
H -0.61004 -3.85437 -4.78830 0.4906 0.0779 0.5127 0.12
H -2.57177 0.87073 -1.68104 0.5647 -0.5820 0.2054 0.03
H 1.67138 -5.33681 -3.84002 0.0957 -0.0263 -0.0507 0.11
C -0.15985 3.88515 2.49497 0.3182 0.4664 1.0907 -0.21
H -0.90415 0.14960 -1.67199 -0.6571 0.0313 0.2772 0.01
H -0.29535 4.99486 2.48127 0.1198 -0.8052 0.2030 0.04
S 2.60767 1.99268 0.30536 0.6636 -0.7243 0.2823 0.61
Si -1.40835 3.00993 1.44750 1.5061 -0.9574 -1.4263 0.39
H -1.17115 -1.82780 2.18859 -0.3622 -0.0787 -1.1346 0.04
H 3.24267 -1.76781 -2.48763 -0.3319 -0.1780 0.0224 0.11
H -0.47843 -4.94504 -3.39016 0.3451 0.6416 -0.4961 0.12
H 1.75279 -4.17447 -5.12902 0.1870 0.3326 -0.0857 0.11
C -3.13297 3.26527 2.08710 -0.5352 0.1808 0.8141 -0.20
S 2.36778 -0.72794 2.58953 0.5001 0.2587 -0.2346 0.60
H -0.16576 -1.92102 -3.37134 0.2957 -0.5487 0.4452 0.14
H -0.79166 -2.21851 0.41898 -1.0267 0.4188 1.0556 0.02
C 3.63407 1.58694 1.64732 -0.4337 0.1709 0.0928 -1.14
H -0.30845 3.48695 3.53070 0.2199 0.5855 -0.5069 0.04
S 4.83386 2.75265 1.99525 0.9534 0.8655 0.3537 0.97
O 0.89421 -1.17162 -0.68403 0.5318 0.0653 0.0393 0.01
N 2.19549 -3.40145 -3.17825 -0.3681 0.1784 -0.2496 -0.02
H 0.89050 3.65852 2.21522 -0.6156 0.1167 -0.0132 0.01
Fe 1.04397 0.57438 1.22363 -1.5284 0.0283 -0.5476 0.45
H -4.44586 -0.71119 1.22838 0.3211 0.5008 -0.1909 0.03
C -1.58800 -1.82699 1.13374 0.9017 -0.4468 0.2899 -0.20
H -1.77101 3.31461 -1.08266 -0.0422 0.1870 0.0711 0.01
H -1.14408 4.80907 -0.28374 -0.0858 -0.6125 -0.1488 0.03
H -3.33594 4.28150 2.52462 0.1914 -0.9366 -0.4945 0.05
C -0.06992 -2.89739 -2.83863 -0.8646 0.7415 -0.6062 -0.13
C -0.01822 -4.04279 -3.87126 -1.5641 -0.5577 0.8364 -0.16
C 3.51049 0.57796 2.60170 -0.8340 -0.3407 -0.1467 -1.13
O 6.41452 2.60562 4.12404 -1.4199 -0.7397 -0.3553 -0.03
H 2.99261 -3.87819 -2.80783 0.4137 -0.3199 0.2294 0.12
C 1.45889 -4.29386 -4.09162 0.4158 -0.7562 -0.2446 -0.20
C 5.44777 2.13576 3.56974 0.5539 0.1958 -0.2922 -0.94
C -1.07649 3.69942 -0.32869 -0.4875 0.1147 0.5433 -0.18
H -3.82431 0.66316 2.19194 -0.1227 -0.5536 -0.9192 0.02
H -3.89284 3.01566 1.32633 0.2535 0.2232 0.4101 0.02
H -0.92746 0.91885 2.65202 -0.4147 -0.2470 0.2021 0.00
C 1.26134 -3.02152 -2.13394 -0.3981 -0.7196 0.7240 -0.28
H -0.88621 -2.91169 -2.09574 0.2230 -0.2493 -0.5449 0.12
S 4.44543 0.71635 4.05429 0.7988 0.3152 0.2876 0.96
Si -2.07433 -0.06416 0.63500 0.4199 -0.0548 -0.3454 0.42
H -4.44547 0.95426 0.56004 0.3031 -0.3146 0.0303 0.03
H -0.07157 3.45640 -0.68596 0.0135 -0.0529 0.2439 0.00
O 2.88185 -1.33226 -1.69489 -0.4210 0.5605 0.3232 0.13
C -3.86124 0.23152 1.15247 -0.5986 0.0042 1.0315 -0.20
C 1.63316 -1.75422 -1.45249 0.9831 0.6585 0.3358 -0.45
H -2.34265 -0.89190 -1.79894 0.0717 0.2427 0.3728 0.02
H -2.44934 -2.51372 1.13014 0.2660 0.1563 -0.0852 0.02
H -3.20987 2.49755 2.90404 -0.1766 0.8447 -0.5433 0.03
C -1.94692 0.01707 -1.31172 -0.1437 0.7044 0.3052 -0.18
H 1.15312 -3.77721 -1.29362 0.1826 0.5089 -0.7813 0.19
```
Forces are in eV/Å.

Computed properties:
Multiplicity: 6
LUMO energy (spin up / spin down): 0.20 / -2.18 eV
Orbital gap (spin up / spin down): 7.878 / 5.776 eV
Net charge: 0
HOMO level (spin up / spin down): -7.68 / -7.96 eV
<S²>: 8.773

(6)
DFT (ωB97M-V/def2-TZVPD) results for a single C5H10N2 molecule in a non-equilibrium geometry.

XYZ file:
```
17
Properties=species:S:1:pos:R:3:forces:R:3:lowdin_charge:R:1
H 1.94375 -0.66373 -3.64115 0.1159 0.3157 0.4423 0.08
H -0.81795 1.72870 -0.22595 -0.2983 -0.2529 0.6571 0.11
N 1.29002 -1.50795 -1.77667 0.3661 0.6073 0.1238 -0.03
C -1.04142 1.06764 1.94091 0.0965 -2.7164 -0.8196 -0.24
C 0.81351 -0.33335 -1.19880 -0.6074 1.1965 0.0807 -0.21
C -0.02620 -0.21776 -0.16974 0.7660 -0.6923 1.0002 -0.10
C -0.33698 1.07538 0.53445 0.1522 1.5162 -0.7407 -0.20
H -1.77151 1.86630 2.04641 0.5752 0.3088 0.2470 0.10
H -0.31140 -1.11468 0.35412 -0.3659 -0.4344 -0.3114 0.09
N -1.77736 -0.19116 2.28817 -0.1069 1.7861 0.1396 -0.02
H -2.71997 -0.12744 1.93224 0.0986 -0.6492 -0.2374 0.06
H 0.61028 1.62448 0.71713 -0.2353 -0.3541 -0.2032 0.11
H -0.20882 1.01881 2.63458 -0.1329 0.9945 0.4456 0.09
C 1.92071 -1.45152 -2.88414 -0.2842 -1.3781 0.9347 -0.05
H -1.26533 -1.00217 2.00389 -0.2663 -0.3897 -0.2087 0.03
H 1.23874 0.61277 -1.52854 0.1007 0.0457 -0.5552 0.11
H 2.45993 -2.38431 -3.02691 0.0261 0.0963 -0.9946 0.06
```
Forces are in eV/Å.

Computed properties:
LUMO energy: 0.66 eV
Orbital gap: 9.356 eV
Net charge: 0
HOMO level: -8.69 eV
Structure (SMILES): C=N/C=C/CCN
Energy above the lowest of the compared OMol25 structures with the same formula, charge and spin: 52.4 kcal/mol